No. 1
Computed, not measured: C48H55KN7O3S4Se as an isolated structure at a distorted geometry, with ωB97M-V/def2-TZVPD.

Values from the calculation:
Charge: -1
Relative energy (zero: lowest compared OMol25 entry of this formula, charge and spin): 0.177 eV
HOMO energy (spin up / spin down): -4.43 / -2.46 eV
DFT total energy: -192248.3584 eV
LUMO energy (spin up / spin down): 1.94 / 1.94 eV
HOMO-LUMO gap (spin up / spin down): 6.37 / 4.41 eV

Each line ends with the Mulliken charge.
CARTESIAN COORDINATES (ANGSTROEM)
K 1.583 0.807 -1.107  1.05
N -0.504 4.054 0.824  -0.40
C 0.568 3.829 0.023  0.26
O 1.437 3.024 0.332  -0.54
C 0.642 4.640 -1.260  0.51
C -0.323 4.078 -2.247  -0.92
H -0.739 3.279 1.425  0.26
H -1.294 4.510 0.398  0.23
H 1.658 4.567 -1.635  -0.73
H 0.424 5.687 -1.044  0.42
H -0.010 3.317 -2.945  0.38
H -1.350 4.415 -2.265  0.38
N 0.581 -1.535 -0.857  -0.83
S 0.046 -2.454 0.128  1.47
N -1.532 -2.932 0.027  -0.24
S -2.672 -2.114 0.725  0.99
N -2.780 -0.558 0.743  0.24
S -2.342 0.525 -0.406  0.75
N -1.030 1.144 -0.422  -0.27
C -2.922 -0.257 -1.922  0.41
C -4.277 -0.313 -2.238  -0.18
C -4.674 -0.962 -3.395  -0.87
C -3.724 -1.557 -4.217  -0.62
C -2.380 -1.505 -3.883  -0.71
C -1.966 -0.848 -2.730  -0.27
C -3.650 1.736 -0.124  -0.18
C -3.697 2.779 -1.041  -0.27
C -4.565 3.838 -0.831  -0.85
C -5.369 3.863 0.304  -0.51
C -5.310 2.824 1.220  -0.80
C -4.451 1.750 1.006  -0.07
C -2.847 -2.566 2.334  1.16
C -3.317 -1.660 3.339  -0.44
C -3.590 -2.131 4.598  -0.63
C -3.443 -3.491 4.924  -0.90
C -3.017 -4.384 3.928  -0.60
C -2.728 -3.957 2.657  -1.18
C -4.069 -2.703 -0.244  0.70
C -3.935 -3.602 -1.294  -0.37
C -5.080 -4.056 -1.934  -0.80
C -6.332 -3.624 -1.525  -0.58
C -6.452 -2.736 -0.462  -0.69
C -5.320 -2.277 0.190  -0.90
C 0.193 -1.983 1.872  1.20
C 0.343 -2.923 2.884  -0.61
C 0.332 -2.508 4.208  -0.75
C 0.168 -1.163 4.509  -1.06
C 0.034 -0.232 3.487  -0.77
C 0.058 -0.635 2.162  0.53
C 0.819 -4.073 0.140  0.12
C 0.121 -5.271 0.155  0.01
C 0.829 -6.466 0.114  -0.83
C 2.216 -6.451 0.074  -0.51
C 2.904 -5.244 0.062  -0.69
C 2.206 -4.047 0.088  -0.46
H -5.012 0.139 -1.584  0.46
H -5.726 -1.013 -3.648  0.41
H -4.037 -2.069 -5.119  0.40
H -1.642 -1.976 -4.521  0.47
H -0.922 -0.825 -2.426  0.13
H -3.047 2.756 -1.909  0.62
H -4.612 4.649 -1.548  0.43
H -6.042 4.695 0.472  0.39
H -5.936 2.843 2.104  0.43
H -4.400 0.924 1.700  0.27
H -3.381 -0.605 3.108  0.21
H -3.908 -1.430 5.364  0.40
H -3.662 -3.845 5.923  0.36
H -2.901 -5.436 4.165  0.40
H -2.384 -4.652 1.900  0.16
H -2.945 -3.902 -1.607  0.50
H -4.994 -4.744 -2.768  0.44
H -7.221 -3.979 -2.032  0.39
H -7.433 -2.407 -0.141  0.42
H -5.391 -1.589 1.025  0.34
H 0.435 -3.976 2.646  0.38
H 0.424 -3.237 5.004  0.37
H 0.132 -0.842 5.544  0.39
H -0.099 0.818 3.726  0.46
H -0.069 0.076 1.351  -0.17
H -0.960 -5.256 0.187  0.10
H 0.296 -7.408 0.117  0.44
H 2.766 -7.384 0.048  0.37
H 3.986 -5.237 0.025  0.42
H 2.714 -3.088 0.057  0.58
C 3.713 -0.508 3.364  -1.35
C 3.194 0.311 2.205  0.66
N 2.959 1.624 2.452  -0.03
O 3.037 -0.199 1.100  -0.47
H 3.622 0.002 4.323  0.41
H 4.762 -0.745 3.178  0.28
H 3.153 -1.441 3.393  0.19
H 2.961 1.954 3.399  0.20
H 2.466 2.177 1.755  0.22
Se 2.433 6.911 -3.894  -0.42
C 2.545 5.138 -4.121  0.11
N 2.630 3.980 -4.252  -0.57
C 6.859 5.191 -3.894  -1.47
C 5.805 4.868 -2.840  0.30
C 5.452 3.386 -2.854  -1.20
S 4.310 2.966 -1.527  0.82
O 3.892 1.537 -1.748  -0.87
C 5.491 2.910 -0.121  -1.20
C 5.993 1.506 0.186  0.45
C 7.007 0.958 -0.812  -1.46
H 7.084 6.258 -3.905  0.40
H 6.497 4.912 -4.886  0.32
H 7.789 4.647 -3.705  0.34
H 4.904 5.453 -3.034  -0.15
H 6.171 5.165 -1.852  0.31
H 6.331 2.743 -2.787  0.58
H 4.875 3.139 -3.747  0.51
H 4.916 3.289 0.727  0.36
H 6.297 3.615 -0.333  0.52
H 5.132 0.836 0.221  -0.33
H 6.431 1.527 1.188  0.54
H 6.526 0.754 -1.769  0.27
H 7.433 0.021 -0.449  0.43
H 7.828 1.663 -0.976  0.31

Forces on atoms 1 to 2 (eV/Å):
-0.147 -0.080 -0.033
-0.069 -0.030 0.025

---

No. 2
Computed, not measured: a 12-piece molecular cluster, C48H56Cl8N8 overall at a distorted geometry, with ωB97M-V/def2-TZVPD.

Values from the calculation:
Charge: 0
Relative energy (zero: lowest compared OMol25 entry of this formula, charge and spin): 0.782 eV
HOMO energy: -9.12 eV
DFT total energy: -162781.9239 eV
LUMO energy: 0.48 eV
SMILES string: c1ccncc1.c1ccncc1.c1ccncc1.c1ccncc1.c1ccncc1.c1ccncc1.c1ccncc1.c1ccncc1.ClCCCl.ClCCCl.ClCCCl.ClCCCl
HOMO-LUMO gap: 9.60 eV

Each line ends with the Mulliken charge.
CARTESIAN COORDINATES (ANGSTROEM)
C -3.275 -6.026 -1.358  -0.53
C -4.455 -6.110 -0.648  -0.42
C -4.659 -5.279 0.421  -0.29
N -3.772 -4.443 0.911  -0.27
C -2.598 -4.384 0.243  0.11
C -2.297 -5.192 -0.835  -0.47
H -3.056 -6.694 -2.178  0.43
H -5.227 -6.842 -0.836  0.37
H -5.589 -5.312 0.970  0.35
H -1.906 -3.772 0.804  0.25
H -1.294 -5.244 -1.233  0.46
C -2.591 2.236 1.916  0.27
C -1.952 3.350 2.410  -0.23
C -2.401 3.975 3.597  -0.73
N -3.534 3.593 4.202  -0.60
C -4.167 2.484 3.692  -0.51
C -3.747 1.737 2.557  -0.74
H -2.206 1.699 1.062  0.63
H -1.057 3.728 1.938  0.42
H -1.823 4.751 4.077  0.46
H -5.076 2.219 4.210  0.40
H -4.302 0.922 2.115  0.54
C 1.258 6.223 -2.195  -0.42
C 2.006 5.042 -1.907  -0.76
C 1.746 4.382 -0.703  -0.02
N 0.771 4.731 0.203  -0.07
C -0.080 5.771 -0.081  -0.42
C 0.146 6.530 -1.316  -0.41
H 1.553 6.773 -3.077  0.40
H 2.731 4.607 -2.580  0.47
H 2.208 3.454 -0.401  0.38
H -0.888 5.968 0.608  0.40
H -0.449 7.402 -1.542  0.42
C 5.160 2.113 3.133  -0.23
C 4.267 2.821 2.378  -0.43
C 2.923 2.711 2.812  -0.22
N 2.412 1.978 3.859  -0.35
C 3.365 1.169 4.416  -0.21
C 4.771 1.242 4.147  -0.77
H 6.199 2.251 2.871  0.44
H 4.404 3.454 1.514  0.46
H 2.214 3.395 2.370  0.44
H 2.955 0.379 5.028  0.45
H 5.485 0.641 4.692  0.41
C 3.375 -0.932 -7.142  -0.22
C 3.662 -2.274 -7.018  -0.45
C 3.694 -2.809 -5.737  -0.34
N 3.387 -2.124 -4.572  -0.22
C 3.175 -0.791 -4.720  -0.55
C 3.091 -0.164 -6.010  -0.77
H 3.211 -0.544 -8.136  0.38
H 3.875 -2.945 -7.836  0.39
H 3.776 -3.884 -5.684  0.36
H 2.875 -0.334 -3.788  0.91
H 2.760 0.863 -6.059  0.43
C -1.368 -2.476 3.799  -0.14
C -1.363 -1.084 3.930  0.27
C -0.231 -0.478 4.444  -0.70
N 0.835 -1.223 4.868  -0.38
C 0.828 -2.553 4.685  -0.64
C -0.232 -3.209 4.093  -0.46
H -2.187 -2.998 3.325  0.49
H -2.168 -0.424 3.643  0.17
H -0.116 0.579 4.634  0.49
H 1.624 -3.092 5.177  0.43
H -0.088 -4.267 3.935  0.48
C -0.671 -0.769 -4.238  -0.22
C -0.818 -2.025 -3.745  -0.44
C -1.985 -2.237 -2.931  -0.11
N -2.904 -1.257 -2.653  -0.60
C -2.685 0.007 -3.061  -0.21
C -1.574 0.272 -3.893  -0.46
H 0.145 -0.560 -4.914  0.45
H -0.138 -2.835 -3.965  0.46
H -2.104 -3.241 -2.551  0.30
H -3.293 0.854 -2.780  0.40
H -1.386 1.285 -4.217  0.41
C 3.519 -2.971 0.843  -0.60
C 2.409 -3.604 1.300  -0.32
C 1.469 -4.072 0.431  -0.05
N 1.543 -3.883 -0.897  -0.26
C 2.704 -3.291 -1.345  -0.74
C 3.677 -2.766 -0.510  -0.33
H 4.225 -2.551 1.544  0.41
H 2.305 -3.675 2.373  0.34
H 0.564 -4.552 0.774  0.30
H 2.799 -3.118 -2.407  0.81
H 4.423 -2.173 -1.017  0.51
Cl -5.915 5.227 0.014  -0.22
C -4.209 4.866 -0.265  -0.04
C -4.074 3.598 -1.039  -0.67
Cl -2.282 3.392 -1.229  -0.12
H -3.921 4.719 0.776  -0.08
H -3.761 5.766 -0.686  0.31
H -4.506 3.648 -2.039  0.53
H -4.506 2.663 -0.684  0.33
Cl 6.378 2.900 -0.328  -0.23
C 6.236 1.090 -0.566  -0.21
C 6.883 0.821 -1.993  -0.59
Cl 5.734 1.136 -3.213  -0.10
H 5.191 0.792 -0.479  0.02
H 6.832 0.634 0.225  0.40
H 7.193 -0.223 -1.950  0.31
H 7.701 1.524 -2.158  0.40
Cl 2.317 0.976 -1.251  -0.04
C 0.979 -0.175 -0.958  0.65
C 0.482 -0.107 0.499  -0.81
Cl -1.043 -1.005 0.655  0.10
H 1.303 -1.166 -1.274  -0.32
H 0.168 0.145 -1.613  -0.15
H 0.316 0.909 0.857  0.44
H 1.190 -0.617 1.152  0.24
Cl -7.658 0.433 3.274  -0.16
C -7.466 -1.319 3.050  -0.47
C -6.021 -1.771 2.636  -0.32
Cl -4.917 -1.223 3.841  -0.14
H -8.193 -1.643 2.306  0.37
H -7.608 -1.830 4.003  0.28
H -5.656 -1.417 1.672  0.25
H -5.976 -2.854 2.523  0.21

Forces on atoms 1 to 2 (eV/Å):
0.155 -0.369 0.776
-0.433 -0.480 -0.678